[1]
Here is a molecular structure, C7H19Ag3FO6P from the OMol25 dataset. Energies are from the ωB97M-V functional and the def2-TZVPD basis.

Element x y z (Å)
Ag  2.032  1.640  -3.602
Ag  -2.776  0.560  -5.550
Ag  -0.496  -3.894  -3.801
P  1.270  4.409  0.944
F  -0.885  -0.198  -2.886
O  -2.252  -5.078  -0.884
O  0.439  -4.603  -0.217
O  -0.361  4.268  0.738
O  1.440  4.364  2.614
O  2.138  3.456  0.187
O  1.595  5.958  0.650
C  -0.657  -4.127  0.624
C  1.547  -3.702  -0.244
C  -2.975  -6.255  -1.321
C  -1.148  3.215  1.141
C  -1.855  -5.079  0.431
C  1.268  6.480  -0.697
C  2.754  4.480  3.119
H  -4.003  -5.979  -1.088
H  2.866  5.564  3.082
H  -2.097  3.589  1.524
H  3.588  4.268  2.450
H  -0.355  -4.170  1.670
H  2.834  3.934  4.059
H  2.160  -3.750  0.656
H  -0.620  2.660  1.916
H  2.225  -3.980  -1.051
H  -1.124  -3.168  0.400
H  -2.820  -7.222  -0.843
H  -2.892  -6.457  -2.389
H  1.112  5.763  -1.504
H  -2.762  -4.890  1.005
H  0.457  7.205  -0.759
H  -1.294  2.466  0.363
H  1.135  -2.707  -0.407
H  2.098  7.058  -1.104
H  -1.586  -6.079  0.772

Summary:
- Relative energy (zero: lowest compared OMol25 entry of this formula, charge and spin): 495.02 kJ/mol
- E: -43833.9186 eV
- Charge: +2

Charges per atom according to Mulliken partitioning, unit e:
1 Ag 0.96
2 Ag 0.93
3 Ag 0.96
4 P 0.97
5 F -0.89
6 O -0.27
7 O -0.31
8 O -0.26
9 O -0.30
10 O -0.67
11 O -0.29
12 C -0.50
13 C -0.74
14 C -0.73
15 C -0.62
16 C -0.66
17 C -0.73
18 C -0.68
19 H 0.32
20 H 0.31
21 H 0.25
22 H 0.33
23 H 0.37
24 H 0.24
25 H 0.28
26 H 0.30
27 H 0.24
28 H 0.35
29 H 0.32
30 H 0.22
31 H 0.28
32 H 0.41
33 H 0.31
34 H 0.26
35 H 0.35
36 H 0.32
37 H 0.39

[2]
Here is a gas-phase ion, C7H19BNO5P2 (charge +1) from the OMol25 dataset. Energies are from the ωB97M-V functional and the def2-TZVPD basis.

Element x y z (Å)
P  -0.264  0.211  -0.418
P  -1.279  -1.602  -1.074
O  -0.910  -2.846  -0.130
O  -2.232  3.413  -1.529
O  -0.754  -1.897  -2.539
O  -1.224  1.686  1.895
O  -0.926  -0.664  2.140
N  -2.767  -1.229  -1.000
C  -0.879  1.468  -1.612
C  -2.165  -1.023  2.803
C  1.568  0.179  -0.561
C  2.121  -1.182  -0.984
C  -2.086  2.265  -1.146
C  3.572  1.439  0.329
C  2.291  0.665  0.712
B  -0.913  0.459  1.411
H  -3.298  -1.839  -0.392
H  2.589  -0.211  1.269
H  3.379  2.496  0.454
H  3.846  1.298  -0.707
H  -0.801  -2.854  -2.673
H  1.731  -1.468  -1.951
H  1.832  0.856  -1.365
H  3.184  -1.052  -1.128
H  -2.528  -1.950  2.391
H  4.379  1.202  1.005
H  -2.845  1.809  -0.490
H  1.692  1.335  1.316
H  -0.061  2.146  -1.816
H  -2.102  2.006  1.675
H  1.932  -1.953  -0.250
H  -1.949  -1.180  3.847
H  -2.915  -0.255  2.686
H  -0.099  -2.674  0.362
H  -1.121  0.946  -2.531

Summary:
- Relative energy (zero: lowest compared OMol25 entry of this formula, charge and spin): 0.00 kJ/mol
- E: -38544.7535 eV
- Charge: +1

Charges per atom according to Mulliken partitioning, unit e:
1 P 0.36
2 P 0.82
3 O -0.46
4 O -0.47
5 O -0.46
6 O -0.53
7 O -0.38
8 N -0.74
9 C -0.91
10 C -0.70
11 C 0.16
12 C -1.67
13 C -0.29
14 C -1.39
15 C -0.45
16 B 0.61
17 H 0.29
18 H 0.37
19 H 0.41
20 H 0.36
21 H 0.37
22 H 0.41
23 H 0.63
24 H 0.46
25 H 0.26
26 H 0.36
27 H 0.55
28 H 0.29
29 H 0.54
30 H 0.36
31 H 0.33
32 H 0.28
33 H 0.32
34 H 0.35
35 H 0.57

[3]
Here is a gas-phase ion, C7H19BrN3 (charge +1) from the OMol25 dataset. Energies are from the ωB97M-V functional and the def2-TZVPD basis.

Element x y z (Å)
Br  2.437  2.758  0.007
N  -2.065  -1.029  -1.019
N  -0.442  0.667  -0.088
N  0.513  0.554  -1.133
C  -0.082  -1.685  0.600
C  1.991  0.849  -0.304
C  -1.057  2.430  1.682
C  -1.029  1.954  0.173
C  3.217  0.230  -0.887
C  -0.990  -0.546  0.355
C  -0.544  -3.062  0.116
H  3.214  -0.912  -1.074
H  -2.066  2.084  -0.199
H  -1.517  3.383  1.792
H  4.085  0.448  -0.292
H  -3.008  -0.646  -1.018
H  -1.557  -3.366  0.567
H  -2.107  -2.136  -0.925
H  -0.461  2.555  -0.441
H  3.496  1.008  -1.690
H  0.397  1.318  -1.761
H  -0.554  -3.070  -0.997
H  1.735  0.393  0.707
H  0.094  -1.834  1.784
H  -1.497  -0.921  -1.852
H  -1.509  1.578  2.135
H  0.851  -1.514  0.184
H  -1.739  -0.364  1.138
H  0.192  -3.696  0.522
H  0.000  2.573  1.919

Summary:
- SMILES: CC[C@H]([NH3+])N(CC)N[C@@H](C)Br
- Relative energy (zero: lowest compared OMol25 entry of this formula, charge and spin): 17.64 kJ/mol
- E: -82070.3951 eV
- Charge: +1

Charges per atom according to Mulliken partitioning, unit e:
1 Br -0.07
2 N -0.57
3 N 0.69
4 N -0.68
5 C -0.10
6 C -0.13
7 C -1.04
8 C -0.79
9 C -1.15
10 C 0.11
11 C -1.80
12 H 0.26
13 H 0.31
14 H 0.39
15 H 0.44
16 H 0.31
17 H 0.36
18 H 0.32
19 H 0.50
20 H 0.33
21 H 0.37
22 H 0.50
23 H 0.39
24 H 0.32
25 H 0.34
26 H 0.32
27 H 0.12
28 H 0.29
29 H 0.45
30 H 0.25

[4]
Here is a molecular structure, C7H19ClN3O2PS3Zr from the OMol25 dataset. Energies are from the ωB97M-V functional and the def2-TZVPD basis.

Element x y z (Å)
Zr  0.110  0.987  -1.598
Cl  1.145  1.202  -3.643
S  -0.810  3.395  -1.265
S  -0.682  -1.521  -1.537
S  -0.869  0.540  0.914
P  0.114  -1.024  0.219
O  1.450  -0.263  -0.456
O  0.728  -2.070  1.138
N  -1.973  1.173  -2.775
N  -2.924  2.000  -2.132
N  -3.371  3.963  -1.041
C  3.787  -0.221  0.220
C  2.444  1.896  -0.232
C  0.089  -3.131  2.058
C  -0.984  -3.847  1.288
C  2.478  0.501  0.351
C  -2.488  3.092  -1.483
C  -0.353  -2.439  3.314
H  -1.843  -3.201  1.091
H  0.957  -3.764  2.223
H  -0.689  -3.203  4.018
H  -3.061  4.768  -0.518
H  2.688  1.908  -1.303
H  -1.343  -4.674  1.903
H  -0.607  -4.264  0.356
H  -1.785  1.539  -3.712
H  -3.885  1.909  -2.437
H  3.191  2.537  0.239
H  4.129  -0.250  -0.814
H  -2.391  0.248  -2.871
H  3.712  -1.237  0.602
H  2.100  0.499  1.375
H  -4.363  3.872  -1.209
H  -1.192  -1.766  3.132
H  1.496  2.421  -0.006
H  4.531  0.314  0.814
H  0.463  -1.889  3.778

Summary:
- Relative energy (zero: lowest compared OMol25 entry of this formula, charge and spin): 0.00 kJ/mol
- E: -71721.1180 eV
- Charge: +2

Charges per atom according to Mulliken partitioning, unit e:
1 Zr 0.53
2 Cl -0.41
3 S -0.32
4 S -0.36
5 S -0.20
6 P 1.31
7 O -0.41
8 O -0.35
9 N -0.51
10 N -0.13
11 N -0.37
12 C -1.51
13 C -1.76
14 C 0.52
15 C -1.33
16 C 1.17
17 C 0.72
18 C -1.23
19 H 0.33
20 H 0.22
21 H 0.44
22 H 0.22
23 H 0.42
24 H 0.44
25 H 0.39
26 H 0.30
27 H 0.26
28 H 0.46
29 H 0.35
30 H 0.35
31 H 0.38
32 H 0.32
33 H 0.22
34 H 0.29
35 H 0.43
36 H 0.45
37 H 0.36